No. 1
{"formula": "C2H6N4", "method": "ωB97M-V with the def2-TZVPD basis set", "de_lowest_kj_mol": 102.45, "energy_ev": -8131.0310, "symbols": ["H", "N", "C", "N", "C", "N", "N", "H", "H", "H", "H", "H"], "coordinates": [[2.659, -0.830, 0.667], [2.649, -0.081, -0.150], [1.406, 0.247, -0.359], [0.389, -0.394, 0.315], [-0.982, -0.181, -0.025], [-1.230, 1.216, 0.009], [-1.934, -0.995, -0.246], [-1.524, -1.880, -0.580], [1.152, 1.063, -1.092], [0.527, -1.335, 0.771], [-0.912, 1.693, 0.920], [-2.200, 1.477, -0.230]], "forces_ev_per_angstrom": [[0.119, 1.727, -2.119], [-1.679, -0.715, 1.398], [2.731, -0.609, 0.248], [-2.192, -1.699, 0.040], [-0.303, 2.283, 0.885], [-0.137, 0.528, 1.720], [1.202, -0.531, -0.838], [-0.391, 0.073, 0.582], [0.035, -1.076, 0.929], [0.337, 1.595, -0.997], [-0.586, -1.089, -2.105], [0.863, -0.488, 0.257]]}



No. 2
{"formula": "C14H22NO6S", "method": "ωB97M-V with the def2-TZVPD basis set", "de_lowest_kj_mol": 29.20, "energy_ev": -39477.5357, "total_charge": 1, "symbols": ["C", "C", "C", "C", "C", "C", "C", "O", "S", "O", "O", "C", "C", "C", "O", "O", "C", "H", "H", "H", "H", "H", "H", "H", "H", "H", "H", "H", "H", "H", "H", "C", "C", "O", "N", "C", "H", "H", "H", "H", "H", "H", "H", "H"], "coordinates": [[0.020, 3.539, 2.509], [0.726, 2.523, 1.652], [0.583, 2.462, 0.287], [1.226, 1.531, -0.472], [2.034, 0.583, 0.127], [2.168, 0.619, 1.483], [2.992, -0.402, 2.278], [2.128, -0.930, 3.308], [1.335, -2.302, 2.846], [1.308, -2.368, 1.399], [-0.228, -1.996, 3.241], [-0.694, -0.800, 2.607], [-1.947, -1.058, 1.757], [-2.249, 0.278, 1.116], [-2.525, 1.280, 1.737], [-2.140, 0.341, -0.271], [1.531, 1.573, 2.241], [0.585, 3.718, 3.424], [-0.935, 3.097, 2.820], [-0.230, 4.457, 1.979], [-0.068, 3.174, -0.219], [1.122, 1.486, -1.555], [2.549, -0.203, -0.414], [3.423, -1.183, 1.651], [3.819, 0.164, 2.708], [0.043, -0.384, 1.919], [-0.889, -0.020, 3.347], [-2.783, -1.457, 2.329], [-1.619, -1.714, 0.947], [-1.517, 1.052, -0.483], [1.663, 1.573, 3.318], [-1.277, -0.317, -5.085], [-0.523, -0.464, -3.808], [0.373, 0.209, -3.422], [-0.902, -1.562, -2.841], [-0.666, -2.973, -3.331], [-1.197, 0.714, -5.416], [-0.851, -0.976, -5.844], [-2.331, -0.560, -4.943], [-1.891, -1.441, -2.603], [-0.328, -1.351, -2.018], [-0.369, -2.962, -4.375], [-1.585, -3.538, -3.207], [0.118, -3.413, -2.722]], "forces_ev_per_angstrom": [[-0.498, -0.589, -0.008], [-0.067, 0.421, 0.882], [-1.087, 1.077, -0.792], [0.433, -0.963, -1.205], [0.215, -0.421, -0.305], [1.008, -1.037, 1.086], [-0.383, 1.259, -0.975], [-0.080, -0.642, -0.390], [-0.476, -1.294, 0.772], [0.466, 0.289, -0.444], [0.976, 0.952, -0.010], [-0.813, 0.662, -0.140], [0.716, 0.126, -0.727], [-0.795, 1.680, 0.804], [0.484, -1.231, -0.669], [0.608, -0.951, 0.092], [0.062, 0.484, 0.383], [0.019, 0.288, -0.140], [0.044, 0.124, 0.001], [0.265, 0.041, 0.075], [0.112, 0.097, 0.133], [-0.082, 0.309, 0.221], [-0.082, 0.137, -0.230], [-0.207, -0.029, 0.042], [-0.151, -0.401, 0.660], [0.114, -0.238, 0.150], [-0.037, -0.297, 0.161], [-0.012, 0.055, -0.059], [-0.406, -0.373, 0.264], [-0.276, 0.428, 0.181], [-0.006, 0.005, -0.009], [-0.399, -0.278, 0.303], [0.759, 0.825, -0.073], [-0.045, -0.027, -0.222], [-0.373, -0.226, -0.201], [-0.042, -0.108, 0.145], [0.157, -0.013, 0.007], [-0.044, -0.005, -0.024], [0.024, -0.106, -0.122], [0.083, 0.017, 0.316], [-0.235, -0.068, 0.158], [-0.006, 0.056, 0.010], [0.032, -0.040, -0.049], [0.026, 0.003, -0.055]]}



No. 3
{"formula": "C42H100BO20", "method": "ωB97M-V with the def2-TZVPD basis set", "energy_ev": -86807.4198, "total_charge": -1, "symbols": ["O", "C", "O", "B", "O", "C", "O", "O", "C", "O", "C", "O", "O", "C", "C", "O", "C", "C", "H", "H", "H", "H", "H", "H", "H", "H", "H", "H", "C", "C", "O", "C", "C", "H", "H", "H", "H", "H", "H", "H", "H", "H", "H", "C", "C", "O", "C", "C", "H", "H", "H", "H", "H", "H", "H", "H", "H", "H", "C", "C", "O", "C", "C", "H", "H", "H", "H", "H", "H", "H", "H", "H", "H", "C", "C", "O", "C", "C", "H", "H", "H", "H", "H", "H", "H", "H", "H", "H", "C", "C", "O", "C", "C", "H", "H", "H", "H", "H", "H", "H", "H", "H", "H", "C", "C", "C", "O", "H", "H", "H", "H", "H", "H", "H", "H", "C", "C", "C", "O", "H", "H", "H", "H", "H", "H", "H", "H", "C", "C", "O", "H", "H", "H", "H", "H", "H", "C", "C", "O", "H", "H", "H", "H", "H", "H", "C", "C", "O", "H", "H", "H", "H", "H", "H", "C", "C", "O", "H", "H", "H", "H", "H", "H"], "coordinates": [[-13.634, 0.303, 14.827], [-12.745, -0.111, 14.147], [-12.556, -1.369, 13.789], [-11.261, -1.517, 13.110], [-10.785, -0.147, 12.903], [-11.616, 0.722, 13.479], [-11.408, 1.895, 13.589], [-11.471, -2.262, 11.871], [-10.711, -3.347, 11.829], [-10.652, -4.138, 10.943], [-9.895, -3.355, 13.150], [-10.275, -2.317, 13.867], [-9.106, -4.199, 13.463], [-10.556, 4.968, 10.040], [-10.986, 3.550, 9.754], [-9.866, 2.693, 9.759], [-10.203, 1.339, 9.998], [-8.956, 0.542, 10.315], [-9.727, 4.986, 10.747], [-10.232, 5.518, 9.156], [-11.375, 5.515, 10.511], [-11.723, 3.236, 10.511], [-11.522, 3.445, 8.797], [-10.863, 1.313, 10.875], [-10.772, 0.888, 9.170], [-8.313, 0.426, 9.437], [-9.267, -0.466, 10.590], [-8.369, 1.049, 11.078], [-8.231, -0.605, 5.824], [-8.777, -1.654, 6.769], [-7.863, -1.794, 7.844], [-8.248, -2.835, 8.732], [-7.221, -2.916, 9.830], [-7.389, -0.988, 5.239], [-8.961, -0.202, 5.127], [-7.815, 0.198, 6.437], [-9.730, -1.285, 7.176], [-8.920, -2.649, 6.329], [-9.223, -2.623, 9.181], [-8.227, -3.759, 8.146], [-6.203, -2.911, 9.424], [-7.227, -3.913, 10.292], [-7.290, -2.179, 10.626], [-7.611, -0.269, 20.185], [-8.319, -0.121, 18.851], [-8.203, -1.338, 18.158], [-8.853, -1.393, 16.905], [-8.468, -0.343, 15.887], [-6.633, -0.724, 20.041], [-7.527, 0.712, 20.656], [-8.182, -0.897, 20.872], [-9.369, 0.166, 19.003], [-7.841, 0.687, 18.287], [-8.580, -2.373, 16.508], [-9.949, -1.418, 16.992], [-9.188, -0.429, 15.077], [-7.451, -0.446, 15.512], [-8.583, 0.669, 16.281], [-12.664, -7.557, 6.924], [-11.261, -6.973, 6.899], [-11.216, -5.581, 6.757], [-11.564, -4.881, 7.946], [-11.866, -3.431, 7.646], [-12.638, -8.643, 7.010], [-13.226, -7.211, 7.802], [-13.279, -7.212, 6.091], [-10.678, -7.368, 7.745], [-10.736, -7.362, 6.018], [-12.385, -5.320, 8.524], [-10.708, -4.899, 8.634], [-12.096, -2.908, 8.575], [-12.777, -3.339, 7.042], [-11.061, -2.965, 7.093], [-15.345, -6.636, 15.461], [-14.796, -5.314, 14.961], [-14.739, -4.390, 16.024], [-14.000, -3.219, 15.678], [-13.608, -2.539, 16.975], [-16.419, -6.763, 15.370], [-14.881, -7.449, 14.886], [-14.979, -6.823, 16.472], [-13.783, -5.451, 14.553], [-15.419, -4.902, 14.152], [-13.068, -3.548, 15.196], [-14.607, -2.637, 14.980], [-13.109, -3.304, 17.574], [-14.500, -2.206, 17.502], [-12.895, -1.726, 16.849], [-11.548, -8.905, 15.889], [-10.731, -7.722, 15.423], [-10.577, -6.806, 16.491], [-10.843, -5.466, 16.126], [-10.612, -4.572, 17.307], [-11.016, -9.456, 16.663], [-12.507, -8.584, 16.302], [-11.751, -9.586, 15.057], [-9.724, -8.086, 15.168], [-11.092, -7.233, 14.514], [-10.175, -5.157, 15.310], [-11.870, -5.371, 15.738], [-10.741, -3.516, 17.068], [-9.600, -4.652, 17.716], [-11.257, -4.774, 18.168], [-16.151, -0.941, 11.934], [-15.143, -0.654, 10.816], [-14.471, 0.691, 11.023], [-14.183, -1.693, 10.677], [-15.810, -0.544, 12.902], [-16.250, -2.010, 12.120], [-17.109, -0.469, 11.715], [-15.713, -0.632, 9.884], [-13.621, 0.872, 10.367], [-14.152, 0.825, 12.064], [-15.195, 1.502, 10.872], [-13.573, -1.671, 11.423], [-13.265, -8.799, 13.002], [-13.484, -7.844, 11.851], [-12.185, -7.410, 11.147], [-14.354, -8.533, 10.917], [-14.240, -9.046, 13.429], [-12.596, -8.375, 13.752], [-12.808, -9.737, 12.679], [-14.022, -6.944, 12.164], [-12.033, -6.336, 11.239], [-12.317, -7.587, 10.076], [-11.312, -7.993, 11.439], [-14.841, -7.874, 10.416], [-6.785, -4.956, 16.204], [-6.031, -4.783, 14.885], [-6.588, -5.526, 13.822], [-6.956, -5.980, 16.529], [-7.758, -4.470, 16.098], [-6.261, -4.376, 16.972], [-4.964, -4.967, 15.013], [-6.115, -3.717, 14.620], [-7.430, -5.086, 13.636], [-16.396, 2.551, 14.208], [-17.614, 2.624, 13.315], [-18.222, 3.917, 13.476], [-15.668, 1.844, 13.808], [-16.632, 2.312, 15.245], [-15.858, 3.499, 14.253], [-18.356, 1.859, 13.564], [-17.304, 2.520, 12.269], [-18.989, 3.968, 12.900], [-12.750, 3.000, 16.481], [-13.179, 3.827, 15.293], [-12.065, 4.412, 14.647], [-11.935, 2.316, 16.211], [-13.525, 2.281, 16.775], [-12.424, 3.593, 17.332], [-13.857, 4.572, 15.717], [-13.722, 3.219, 14.570], [-11.563, 3.649, 14.327], [-16.419, 0.084, 17.164], [-17.439, -0.576, 16.276], [-18.471, -1.105, 17.130], [-16.805, 0.967, 17.674], [-15.575, 0.444, 16.566], [-15.987, -0.623, 17.870], [-16.986, -1.404, 15.726], [-17.881, 0.201, 15.645], [-19.155, -1.501, 16.584]], "forces_ev_per_angstrom": [[-0.134, 0.192, 0.087], [-0.135, 0.106, -0.473], [0.116, -0.077, 0.388], [-0.144, -0.092, -0.187], [-0.339, 0.289, 0.018], [1.027, -0.541, 0.609], [-0.341, -0.047, -0.308], [-0.069, 0.058, -0.389], [0.178, 0.537, 0.303], [0.012, -0.323, -0.133], [-0.343, -0.250, -0.166], [0.038, 0.011, 0.112], [0.198, 0.114, 0.069], [0.040, 0.433, 0.027], [-0.405, -0.352, -0.034], [0.103, -0.089, -0.087], [-0.135, 0.014, 0.494], [0.004, 0.045, -0.830], [-0.027, -0.197, 0.049], [-0.040, -0.109, -0.059], [-0.013, 0.051, -0.142], [0.287, -0.075, 0.130], [0.107, 0.215, -0.033], [-0.020, -0.050, -0.057], [0.154, 0.165, -0.130], [-0.089, 0.094, -0.028], [0.161, 0.050, 0.347], [-0.139, -0.227, 0.283], [0.763, -0.172, -0.043], [0.022, 0.334, 0.456], [-0.050, 0.211, -0.053], [0.721, 0.480, 0.031], [0.981, -1.186, 0.263], [-0.103, -0.089, 0.029], [-0.189, -0.054, 0.103], [-0.232, 0.122, -0.077], [-0.079, -0.236, -0.088], [-0.188, 0.193, -0.285], [-0.269, -0.234, -0.340], [-0.464, -0.199, 0.221], [-0.160, 0.481, -0.178], [-0.509, 0.225, 0.136], [-0.173, 0.221, -0.149], [-0.458, 0.055, 0.115], [0.237, 0.210, 0.168], [-0.085, -0.048, -0.008], [0.108, -0.588, -0.405], [-0.272, 0.463, 0.199], [0.103, 0.132, 0.014], [0.207, -0.043, -0.018], [0.027, -0.108, -0.103], [-0.046, -0.107, -0.073], [-0.021, 0.022, -0.025], [-0.055, -0.008, -0.009], [0.031, 0.240, 0.395], [0.261, -0.012, -0.271], [-0.001, -0.112, -0.017], [0.012, 0.010, 0.003], [-0.550, 0.520, 0.729], [0.270, -0.880, -0.730], [-0.504, 0.256, 0.388], [0.766, 0.508, 0.659], [-0.900, -0.261, -0.261], [0.004, -0.037, -0.288], [0.249, -0.077, 0.036], [0.289, -0.281, -0.296], [-0.099, 0.450, 0.234], [-0.107, 0.046, 0.007], [-0.133, -0.211, -0.414], [-0.006, -0.179, -0.108], [0.338, 0.082, 0.032], [0.119, -0.107, -0.079], [0.139, 0.093, 0.113], [0.814, -0.657, -0.299], [-0.222, 0.209, -0.062], [0.095, -0.038, 0.188], [0.272, -0.644, 0.249], [-0.215, -0.343, -0.038], [-0.098, 0.243, 0.271], [-0.224, 0.153, -0.137], [-0.348, 0.222, 0.139], [-0.059, -0.048, -0.001], [0.087, -0.096, -0.047], [-0.203, 0.215, -0.321], [0.257, 0.340, 0.033], [-0.124, 0.093, 0.111], [0.102, 0.155, 0.108], [-0.201, 0.170, -0.203], [-0.343, -0.111, -0.191], [1.047, -0.346, 0.242], [-0.306, 0.170, 0.058], [0.182, 0.144, -0.329], [0.188, 0.459, 0.990], [0.058, 0.055, 0.057], [-0.007, 0.037, -0.035], [0.132, -0.032, 0.217], [-0.089, 0.062, -0.138], [-0.344, 0.045, 0.140], [-0.017, -0.108, 0.088], [0.023, -0.046, 0.196], [-0.123, -0.091, -0.262], [0.081, -0.194, -0.329], [-0.219, -0.215, -0.278], [0.363, 0.156, 0.634], [0.010, -0.074, 0.274], [-0.334, 0.638, 0.273], [-0.222, 0.009, -0.134], [0.064, 0.115, -0.183], [-0.275, -0.047, -0.434], [-0.106, -0.169, 0.039], [0.275, -0.145, -0.174], [-0.023, -0.178, -0.121], [0.139, -0.209, -0.087], [0.065, -0.077, -0.103], [0.069, -0.054, 0.004], [-0.187, 0.133, 0.035], [0.087, -0.230, -0.782], [-0.544, 0.002, -0.470], [0.050, -0.043, 0.268], [0.165, -0.009, 0.226], [-0.407, 0.103, -0.174], [0.005, 0.077, -0.287], [0.069, -0.061, 0.351], [0.396, -0.071, 0.257], [0.008, -0.033, 0.026], [0.073, 0.177, 0.253], [0.069, 0.022, -0.049], [-0.021, 0.749, -0.123], [-0.494, 0.677, 0.314], [0.229, -0.146, 0.074], [0.247, -0.109, -0.105], [-0.109, -0.205, 0.004], [-0.020, -0.265, 0.114], [-0.038, -0.492, -0.276], [0.206, 0.012, 0.137], [-0.001, -0.300, -0.158], [0.283, 0.112, 0.115], [-0.048, 0.689, -0.102], [0.070, -0.101, 0.137], [-0.138, -0.264, 0.225], [-0.072, -0.203, -0.079], [-0.283, 0.165, -0.288], [0.173, -0.193, -0.074], [-0.071, -0.198, 0.039], [-0.009, -0.029, -0.001], [0.213, -1.380, 0.032], [0.033, -0.296, 0.483], [-0.045, 0.377, 0.140], [0.142, 0.306, -0.083], [-0.205, 0.444, 0.179], [-0.070, 0.120, 0.000], [0.115, 0.463, -0.622], [-0.129, -0.112, 0.106], [-0.020, 0.255, -0.115], [0.804, 0.202, -0.233], [-0.462, 0.125, 0.813], [0.059, 0.061, -0.004], [-0.249, -0.200, 0.179], [-0.082, -0.112, -0.138], [-0.237, 0.040, 0.202], [0.006, 0.213, -0.332], [0.130, -0.304, -0.440], [0.042, -0.012, -0.051]]}



Calculated HOMO-LUMO gap (eV), listed in the same order as above: 10.28 7.94 9.70